(1)
{"formula": "C32H28P2S2Yb", "method": "the ωB97M-V functional and the def2-TZVPD basis", "symbols": ["Yb", "S", "P", "C", "P", "S", "C", "C", "C", "C", "C", "C", "C", "C", "C", "C", "C", "C", "C", "C", "C", "C", "C", "C", "C", "C", "C", "C", "C", "C", "H", "H", "H", "H", "H", "H", "H", "H", "H", "H", "H", "H", "H", "H", "H", "H", "H", "H", "H", "H", "C", "C", "C", "C", "C", "C", "C", "H", "H", "H", "H", "H", "H", "H", "H"], "xyz": [[10.5144, 9.8123, 8.9630], [10.9201, 9.3173, 11.4204], [11.0331, 11.4134, 11.3338], [10.7827, 11.8550, 9.7281], [9.4577, 12.6095, 8.8750], [8.5503, 11.0891, 7.8879], [8.2338, 13.5249, 9.7903], [7.1158, 12.9095, 10.3519], [6.1772, 13.6848, 11.0605], [6.2788, 15.0777, 11.1496], [7.3724, 15.6578, 10.5601], [8.3321, 14.9134, 9.8790], [10.1428, 13.8081, 7.7294], [9.6760, 14.0068, 6.4045], [10.3149, 14.8507, 5.5180], [11.5221, 15.4132, 5.8653], [12.0284, 15.2215, 7.1738], [11.3275, 14.4555, 8.1026], [9.9292, 12.1272, 12.5297], [9.9081, 13.5193, 12.5705], [8.9832, 14.1407, 13.3991], [8.1077, 13.3964, 14.1517], [8.1157, 12.0045, 14.0855], [9.0502, 11.3650, 13.2984], [12.6960, 11.7976, 12.0105], [13.0228, 11.5112, 13.3135], [14.1431, 12.1069, 13.9249], [14.8634, 13.0740, 13.2210], [14.5603, 13.3246, 11.8942], [13.4666, 12.7205, 11.3054], [6.9929, 11.8661, 10.1878], [5.2949, 13.1654, 11.4474], [5.5150, 15.7090, 11.6447], [7.4834, 16.7482, 10.5444], [9.1651, 15.3411, 9.3662], [8.7930, 13.4720, 6.1317], [9.9263, 15.0313, 4.5376], [12.1150, 16.0664, 5.2095], [12.9720, 15.7305, 7.4710], [11.7900, 14.2964, 9.0796], [10.6170, 14.0737, 11.9166], [8.9374, 15.2137, 13.3628], [7.3091, 13.8654, 14.7393], [7.3958, 11.4703, 14.6425], [8.9966, 10.2914, 13.1161], [12.3473, 10.8497, 13.9062], [14.4949, 11.9123, 14.9764], [15.5367, 13.6886, 13.7689], [15.1984, 14.0756, 11.4017], [13.2122, 12.8866, 10.2671], [11.3991, 5.9254, 9.6443], [11.4663, 6.9840, 8.5749], [12.5812, 7.8327, 8.4446], [12.6354, 8.8226, 7.4744], [11.5805, 8.9036, 6.5292], [10.4948, 8.0176, 6.6218], [10.3948, 7.1077, 7.6729], [12.3485, 5.3778, 9.7065], [10.5519, 5.2590, 9.5436], [11.2268, 6.2899, 10.6738], [13.3824, 7.7700, 9.1961], [13.4332, 9.5596, 7.4584], [11.5832, 9.7435, 5.8215], [9.6598, 8.2395, 5.9902], [9.5399, 6.4593, 7.7190]], "nbo_charge": [1.471, -0.613, 1.490, -1.612, 1.499, -0.578, -0.437, -0.191, -0.145, -0.194, -0.217, -0.171, -0.448, -0.104, -0.236, -0.179, -0.199, -0.197, -0.360, -0.193, -0.209, -0.184, -0.193, -0.213, -0.414, -0.121, -0.219, -0.188, -0.201, -0.209, 0.227, 0.216, 0.234, 0.226, 0.225, 0.216, 0.228, 0.229, 0.224, 0.230, 0.226, 0.226, 0.226, 0.221, 0.235, 0.220, 0.232, 0.222, 0.223, 0.226, -0.655, 0.004, -0.207, -0.248, -0.246, -0.197, -0.226, 0.247, 0.236, 0.255, 0.260, 0.263, 0.263, 0.253, 0.252], "gap_ev": [7.65, 7.66], "lumo_energy_ev": [-3.14, -3.14], "charge": 1, "multiplicity": 2}

(2)
{"formula": "C15H60O15", "method": "the ωB97M-V functional and the def2-TZVPD basis", "symbols": ["C", "O", "H", "H", "H", "H", "C", "O", "H", "H", "H", "H", "C", "O", "H", "H", "H", "H", "C", "O", "H", "H", "H", "H", "C", "O", "H", "H", "H", "H", "C", "O", "H", "H", "H", "H", "C", "O", "H", "H", "H", "H", "C", "O", "H", "H", "H", "H", "C", "O", "H", "H", "H", "H", "C", "O", "H", "H", "H", "H", "C", "O", "H", "H", "H", "H", "C", "O", "H", "H", "H", "H", "C", "O", "H", "H", "H", "H", "C", "O", "H", "H", "H", "H", "C", "O", "H", "H", "H", "H"], "xyz": [[1.6186, -0.8808, 4.1158], [1.1849, -0.1799, 5.2805], [1.8566, -0.1842, 3.3119], [2.4623, -1.5353, 4.3345], [0.9499, -1.6479, 3.7253], [1.9548, 0.3543, 5.4891], [-2.4031, -1.2272, 3.5146], [-3.3777, -1.1479, 2.5143], [-2.6669, -1.8763, 4.3495], [-1.4637, -1.5670, 3.0784], [-2.2840, -0.2712, 4.0246], [-3.9222, -1.9318, 2.4109], [-1.0335, 0.3313, -4.1136], [-1.6291, 1.0934, -5.2074], [-0.8725, 0.8957, -3.1951], [-1.7222, -0.4824, -3.8863], [-0.0973, -0.1320, -4.4251], [-1.1983, 1.9505, -5.2441], [2.8757, -3.0350, -1.6924], [3.3655, -2.2634, -2.7688], [2.7494, -4.1101, -1.8195], [3.6386, -2.9875, -0.9153], [1.9231, -2.6849, -1.2949], [3.1835, -1.3384, -2.5875], [-2.2984, 3.5241, -1.4690], [-1.7283, 2.8824, -0.2809], [-3.0609, 4.2530, -1.1945], [-1.5433, 4.1082, -1.9950], [-2.7472, 2.8221, -2.1717], [-2.3825, 2.3391, 0.1644], [-0.1647, -0.2155, 0.5620], [0.3705, -1.5013, 0.9273], [-1.2109, -0.1375, 0.8581], [0.4068, 0.6168, 0.9728], [-0.2142, -0.1050, -0.5213], [1.3273, -1.4582, 0.8620], [-4.7934, 1.3148, 0.5855], [-3.4841, 1.2415, 1.0695], [-5.3984, 1.6168, 1.4404], [-4.7971, 2.2061, -0.0421], [-5.1749, 0.4083, 0.1156], [-3.4599, 0.5244, 1.7073], [0.0995, -2.8059, -3.5257], [-1.0855, -2.9416, -4.2418], [-0.1102, -2.1443, -2.6852], [0.4563, -3.7438, -3.1000], [0.8904, -2.3434, -4.1161], [-1.8044, -2.7913, -3.6236], [2.7617, 0.9763, -3.7270], [2.3348, 0.2240, -2.5875], [1.9468, 0.9798, -4.4508], [3.0565, 1.9876, -3.4470], [3.5950, 0.4883, -4.2327], [1.7458, 0.7229, -2.0168], [-0.7608, 2.5589, 3.1238], [-1.1006, 3.7237, 3.8610], [-0.0134, 1.9518, 3.6346], [-1.6355, 1.9233, 2.9856], [-0.4275, 2.8001, 2.1144], [-0.4026, 4.3822, 3.8318], [4.2168, -0.3994, 0.7727], [3.0538, -1.0504, 1.1565], [4.8415, -1.0272, 0.1373], [3.9367, 0.5453, 0.3065], [4.6489, -0.1880, 1.7508], [3.3952, -1.9229, 1.3659], [3.4492, 2.6620, 2.5289], [4.3157, 3.0320, 1.4876], [2.9789, 3.5670, 2.9136], [2.5840, 2.0490, 2.2764], [3.9596, 2.0837, 3.2990], [5.2128, 3.0886, 1.8245], [1.5792, 2.7999, -0.6390], [0.6374, 2.1234, -1.5089], [2.5532, 2.3463, -0.8224], [1.7313, 3.8425, -0.9183], [1.4191, 2.9312, 0.4312], [-0.2160, 2.5209, -1.3211], [-3.0369, -1.5282, -1.3073], [-3.4299, -2.0781, -2.5003], [-3.6236, -1.9040, -0.4691], [-2.0500, -1.8723, -0.9977], [-3.1412, -0.4440, -1.2649], [-4.3898, -2.0663, -2.4935], [-1.7850, -4.2635, 1.0245], [-0.4632, -4.0577, 0.5106], [-2.5480, -3.7905, 0.4062], [-2.0753, -5.3121, 0.9593], [-1.9055, -4.0554, 2.0876], [-0.1340, -3.1621, 0.6160]], "lowdin_charge": [-0.165, -0.112, 0.053, 0.077, 0.069, 0.069, -0.137, -0.129, 0.089, 0.066, 0.084, 0.098, -0.119, -0.116, 0.062, 0.061, 0.063, 0.060, -0.171, -0.118, 0.084, 0.056, 0.063, 0.014, -0.105, -0.146, 0.077, 0.081, 0.081, 0.022, -0.087, -0.147, 0.066, 0.074, 0.069, 0.027, -0.135, -0.159, 0.088, 0.083, 0.081, 0.035, -0.185, -0.108, 0.066, 0.078, 0.081, 0.033, -0.105, -0.154, 0.069, 0.081, 0.087, 0.029, -0.153, -0.104, 0.066, 0.063, 0.057, 0.072, -0.129, -0.146, 0.092, 0.075, 0.085, 0.096, -0.182, -0.110, 0.080, 0.050, 0.083, 0.084, -0.112, -0.153, 0.070, 0.085, 0.059, 0.019, -0.187, -0.086, 0.070, 0.073, 0.079, 0.099, -0.151, -0.124, 0.053, 0.074, 0.068, 0.006], "gap_ev": 9.53, "de_lowest_ev": 7.8249, "lumo_energy_ev": 0.25}

(3)
{"formula": "C4H6O2", "method": "the ωB97M-V functional and the def2-TZVPD basis", "symbols": ["O", "C", "C", "O", "C", "C", "H", "H", "H", "H", "H", "H"], "xyz": [[-0.4133, 0.3279, -1.6058], [-0.5745, -0.9618, -0.1415], [-0.1718, -0.2254, 1.0498], [0.8630, -0.8852, 1.7459], [0.3493, 1.1312, 0.5184], [0.2589, 1.3132, -0.7778], [0.1915, 0.0430, -2.3163], [0.1275, -1.6837, -0.5523], [-1.6241, -1.1253, -0.3621], [-1.0321, -0.0345, 1.7076], [1.4994, -0.1821, 1.9526], [0.5840, 2.1655, -1.3633]], "nbo_charge": [-0.647, 0.010, -0.082, -0.715, -0.268, -0.113, 0.495, 0.211, 0.212, 0.200, 0.489, 0.209], "gap_ev": [7.69, 7.69], "de_lowest_ev": 5.6943, "lumo_energy_ev": [-0.15, -0.15]}

(4)
{"formula": "C3H5ClNO2", "method": "the ωB97M-V functional and the def2-TZVPD basis", "symbols": ["C", "C", "C", "N", "O", "O", "Cl", "H", "H", "H", "H", "H"], "xyz": [[0.5138, -1.3898, -2.4777], [-0.0483, -0.3118, 0.5734], [-0.2945, 0.3587, -0.8473], [-0.6133, -0.4930, -1.9214], [0.1188, -2.4410, -2.9590], [1.6025, -0.8030, -2.4470], [-2.0666, -1.4526, -1.5418], [-0.0961, 0.1683, 1.5724], [-0.8985, -1.0981, 0.6267], [0.8760, -0.9272, 0.4507], [-1.0948, 1.1449, -0.7169], [0.6036, 0.9550, -1.1897]], "nbo_charge": [0.866, -0.675, -0.232, -0.479, -0.737, -0.768, -0.002, 0.201, 0.212, 0.215, 0.163, 0.237], "smiles": "CCN(Cl)C(=O)[O-]", "gap_ev": 8.29, "de_lowest_ev": 0.3785, "lumo_energy_ev": 3.75, "charge": -1}

Number 1: energy -105412.8309 eV. Number 2: energy -47233.4984 eV. Number 3: energy -8334.7668 eV. Number 4: energy -21300.2748 eV.